Entry 1:
Entry from the Open Molecules 2025 dataset: a structure of composition C38H82CrNO26 in a non-equilibrium geometry (ωB97M-V with the def2-TZVPD basis set).

Spin multiplicity: 6
Net charge: +2
LUMO (spin up / spin down) (eV): -7.4 / -7.1
HOMO (spin up / spin down) (eV): -13.8 / -13.2

Atoms and positions in Å:
Cr 2.975 -1.725 2.328
N -0.649 -1.254 3.488
H -0.177 -1.178 2.598
H -1.404 -1.921 3.414
H -0.892 -0.408 3.982
H 0.071 -1.630 4.090
C 4.218 -3.116 -4.514
C 4.821 -2.669 -3.178
C 4.078 -3.285 -2.037
O 6.203 -2.959 -3.049
H 4.551 -2.521 -5.364
H 3.129 -3.088 -4.553
H 4.563 -4.096 -4.844
H 4.615 -1.599 -3.203
H 4.245 -4.359 -1.954
H 3.012 -3.155 -2.223
H 4.188 -2.900 -1.023
C 1.945 -0.790 -1.029
C 1.208 0.047 0.086
C -0.367 0.397 0.014
O 1.546 -0.480 1.359
H 1.520 -0.497 -1.988
H 1.921 -1.875 -0.929
H 2.996 -0.518 -0.931
H 1.561 1.073 -0.022
H -0.618 0.870 0.963
H -1.002 -0.488 0.042
H -0.583 1.078 -0.809
C 2.101 2.246 4.926
C 1.405 2.042 3.651
O 0.385 2.985 3.648
C -0.895 2.568 4.021
O -1.298 1.408 4.201
O -1.628 3.657 4.234
C -2.823 3.631 4.952
H 1.601 1.896 5.829
H 2.481 3.262 5.032
H 2.933 1.550 4.814
H 1.280 0.976 3.457
H 2.029 2.140 2.763
H -3.228 2.638 5.145
H -3.630 4.032 4.339
H -2.774 4.391 5.732
C -3.414 3.628 -3.289
C -1.946 3.348 -3.714
O -1.076 3.203 -2.605
C -0.672 4.270 -1.926
O -0.948 5.412 -2.270
O -0.002 3.811 -0.855
C 0.332 4.684 0.290
H -3.804 2.897 -2.581
H -4.108 3.870 -4.094
H -3.481 4.593 -2.786
H -1.689 4.060 -4.498
H -1.866 2.357 -4.161
H 0.538 3.984 1.100
H -0.503 5.377 0.397
H 1.290 5.171 0.108
C -1.194 -1.932 -4.530
C -1.142 -0.547 -3.745
O -2.409 -0.364 -3.145
C -3.545 0.067 -3.776
O -3.589 0.705 -4.810
O -4.655 -0.302 -3.071
C -5.942 0.160 -3.655
H -1.620 -1.931 -5.533
H -1.591 -2.673 -3.836
H -0.157 -2.244 -4.655
H -1.028 0.213 -4.517
H -0.282 -0.384 -3.096
H -5.906 0.494 -4.692
H -6.424 0.916 -3.035
H -6.545 -0.747 -3.608
C 4.608 2.166 0.268
C 5.591 1.053 0.578
O 5.818 1.296 1.939
C 5.179 0.720 3.020
O 4.333 -0.173 3.011
O 5.919 1.160 4.003
C 5.663 0.699 5.300
H 3.769 2.057 0.955
H 4.140 2.003 -0.703
H 5.049 3.163 0.280
H 6.582 1.281 0.185
H 5.079 0.128 0.311
H 5.599 -0.388 5.247
H 4.656 0.949 5.634
H 6.373 1.078 6.036
C 3.110 1.754 -3.646
C 4.365 2.061 -4.459
O 5.001 0.797 -4.619
C 5.925 0.406 -5.505
O 6.420 -0.718 -5.496
O 6.184 1.362 -6.363
C 7.057 1.000 -7.474
H 3.238 1.318 -2.655
H 2.532 1.084 -4.282
H 2.472 2.609 -3.422
H 4.902 2.942 -4.109
H 3.913 2.477 -5.359
H 7.349 1.909 -7.999
H 6.613 0.191 -8.054
H 7.889 0.436 -7.052
C -7.932 2.383 4.598
C -7.463 2.176 3.156
O -6.151 2.781 2.909
C -5.363 2.357 2.016
O -5.486 1.343 1.328
O -4.376 3.310 1.878
C -3.251 3.009 1.106
H -8.451 3.339 4.665
H -7.207 2.407 5.411
H -8.701 1.643 4.819
H -8.178 2.639 2.476
H -7.446 1.125 2.868
H -2.805 2.210 1.697
H -2.486 3.784 1.139
H -3.519 2.731 0.086
C -4.591 -5.954 3.735
C -3.632 -4.868 3.206
O -4.283 -4.218 2.015
C -3.823 -3.028 1.679
O -2.921 -2.353 2.200
O -4.593 -2.681 0.670
C -4.444 -1.302 0.187
H -5.648 -5.690 3.747
H -4.372 -6.328 4.735
H -4.450 -6.862 3.149
H -2.683 -5.380 3.052
H -3.628 -4.154 4.030
H -3.556 -1.179 -0.433
H -4.352 -0.563 0.983
H -5.262 -0.974 -0.454
C 0.501 -4.695 -1.470
C -0.373 -3.854 -0.507
O -0.438 -4.471 0.742
C 0.481 -4.135 1.681
O 1.340 -3.230 1.761
O 0.379 -5.076 2.582
C 1.060 -5.054 3.873
H 0.030 -5.633 -1.766
H 1.499 -4.833 -1.053
H 0.716 -4.189 -2.411
H -1.363 -3.763 -0.955
H -0.025 -2.852 -0.256
H 0.649 -5.825 4.525
H 0.912 -4.148 4.460
H 2.121 -5.236 3.706

***

Entry 2:
Entry from the Open Molecules 2025 dataset: a structure of composition C12H14N in a non-equilibrium geometry (ωB97M-V with the def2-TZVPD basis set).

Net charge: +1
LUMO (eV): -4.7
Relative energy (zero: lowest compared OMol25 entry of this formula, charge and spin) (kcal/mol): 182.9
HOMO (eV): -11.9

Atoms and positions in Å:
C 2.525 -0.386 -0.464
C -1.969 1.574 0.528
C -2.702 2.518 0.999
C -2.850 0.566 -0.245
C -4.002 0.720 -0.837
C 3.704 -0.162 0.458
C -0.482 1.114 0.555
C 2.780 -0.680 1.537
C -1.830 -0.521 -0.563
C -0.470 -0.195 -0.099
C -0.800 -0.061 -1.536
C 0.392 -1.335 0.415
N 1.774 -0.908 0.455
H 2.370 -0.291 -1.525
H -4.445 -0.078 -1.547
H -4.790 1.516 -0.683
H 4.613 -0.668 0.121
H 4.058 0.922 0.506
H 0.028 1.835 -0.134
H -0.034 1.183 1.553
H 3.175 -1.532 2.045
H 2.483 0.094 2.447
H -0.414 -0.731 -2.244
H -1.054 0.898 -2.073
H -2.267 -1.581 -0.633
H 0.238 -2.076 -0.442
H -0.030 -1.735 1.407

***

Entry 3:
Entry from the Open Molecules 2025 dataset: a cluster of 2 separate species, C11H15N in total in a non-equilibrium geometry (ωB97M-V with the def2-TZVPD basis set).

SMILES: Cc1c[nH]c2ccccc12.CC
LUMO (eV): 0.9
Relative energy (zero: lowest compared OMol25 entry of this formula, charge and spin) (kcal/mol): 14.4
HOMO (eV): -7.8

Atoms and positions in Å:
C 0.537 0.618 2.743
C 0.778 1.703 3.803
H 1.450 0.224 2.277
H -0.015 -0.238 3.110
H 0.021 1.013 1.869
H 0.670 1.311 4.805
H 1.753 2.143 3.610
H 0.057 2.510 3.701
C 2.145 0.723 -2.202
C -0.977 0.004 -0.318
C 0.235 -0.425 -0.887
C 0.883 0.767 -1.426
C 0.093 1.802 -1.077
C -1.940 -0.946 0.014
C -1.702 -2.302 -0.186
C -0.454 -2.691 -0.690
C 0.513 -1.790 -1.101
N -1.056 1.368 -0.447
H -2.944 -0.661 0.287
H -2.395 -3.032 0.208
H -1.615 2.016 0.077
H -0.252 -3.717 -0.948
H 0.265 2.819 -1.331
H 1.481 -2.052 -1.502
H 2.204 1.276 -3.137
H 2.396 -0.298 -2.473
H 2.968 0.972 -1.517